12
Properties=species:S:1:pos:R:3:forces:R:3:mulliken_charge:R:1 method="wB97M-V/def2-TZVPD" lumo_energy_ev="-3.11 / -7.65" s_squared=2.006 multiplicity=3 charge=+1 mol_weight_g_mol=140.99 energy_ha=-2780.13666 e_homo_ev="-10.5 / -14.7" fmax_ev_per_a=8.1 relative_energy_kj_mol=0.0
C 0.291310 -0.631354 0.275676 -2.400 0.309 3.525 0.23
N -0.726354 1.498660 -0.054276 1.447 1.249 -3.890 -0.79
N 1.374221 -0.627892 -0.432602 -3.762 -3.367 -5.316 -0.31
N -0.771741 -1.412218 0.217470 -0.120 -1.298 -0.798 -0.28
Br 2.906367 0.118766 0.132492 6.845 3.410 2.815 0.12
H 0.282129 -0.033136 1.295389 0.728 -1.215 -2.368 0.29
H -0.647458 1.836279 -1.109909 -0.440 -1.052 2.748 0.30
H -0.193486 2.224884 0.416715 -0.455 0.045 0.397 0.30
H 1.589417 -1.019648 -1.413254 -1.520 0.283 1.997 0.35
H -1.484077 -1.238423 0.916292 0.079 -0.307 -0.102 0.26
H -0.923774 -2.238807 -0.410880 0.384 1.513 0.619 0.26
H -1.696556 1.522894 0.166883 -0.787 0.430 0.374 0.26